No. 1
24
Properties=species:S:1:pos:R:3 method="wB97M-V/def2-TZVPD" e_above_lowest_ev=3.092 e_tot_ev=-11943.65739 smiles=CCN(N)[C@H](O)N(C)C lumo_energy_ev=0.945 e_homo_ev=-8.473 gap_ha=0.34608
C 1.482 0.565 -0.647
C -1.914 1.129 0.713
C -1.547 0.210 -1.482
C 2.090 1.098 0.627
N -0.968 0.466 -0.168
H 0.928 1.326 -1.190
H 2.223 0.175 -1.337
H -1.415 1.402 1.642
H -2.269 2.038 0.230
H -2.775 0.488 0.948
H -0.843 -0.371 -2.073
H -2.495 -0.341 -1.416
H -1.734 1.165 -1.973
H 2.566 0.294 1.188
H 1.340 1.568 1.262
H 2.848 1.843 0.375
N 1.665 -1.926 0.304
C -0.358 -0.716 0.437
O -1.243 -1.822 0.558
N 0.778 -1.040 -0.367
H -1.297 -2.224 -0.319
H 1.522 -2.848 -0.098
H 1.509 -2.024 1.310
H -0.095 -0.456 1.476



No. 2
51
Properties=species:S:1:pos:R:3 method="wB97M-V/def2-TZVPD" e_above_lowest_ev=16.641 e_tot_ev=-29155.21877 smiles="CC[C@H](C)c1ccc(NC(=O)C2CCN(c3ncccn3)CC2)cc1" lumo_energy_ev=0.301 e_homo_ev=-7.695 gap_ha=0.29383
C -7.276 -2.022 1.003
C -5.842 -1.625 0.294
H -5.045 -2.154 0.686
H -5.973 -1.826 -0.805
C -5.606 -0.324 0.411
C -4.246 0.021 0.248
C -3.363 0.384 1.324
C -1.970 0.773 0.721
C -1.563 0.614 -0.560
C -2.382 0.136 -1.447
C -3.798 0.146 -1.090
H -4.528 -0.270 -1.985
H -2.067 -0.131 -2.572
N -0.165 0.901 -0.828
C 0.873 1.201 -0.251
O 0.763 1.450 1.183
C 2.196 1.143 -0.911
C 3.233 2.008 -0.144
H 2.982 3.111 0.094
C 3.803 1.294 1.060
N 4.198 -0.064 0.398
C 5.420 -0.297 0.498
N 6.454 0.580 0.867
C 7.657 0.153 0.881
C 8.112 -0.932 -0.100
C 7.170 -1.889 -0.330
N 5.826 -1.760 -0.233
H 7.318 -2.708 -0.819
H 9.070 -1.424 0.174
H 8.476 0.775 1.163
C 3.201 -0.722 -0.165
H 3.561 -1.832 -0.516
C 2.683 -0.060 -1.326
H 1.829 -0.816 -1.821
H 3.426 -0.073 -2.073
H 2.430 -0.757 0.659
H 4.725 1.753 1.203
H 3.056 1.145 1.969
H 4.058 2.324 -0.913
H 1.795 1.984 -1.784
H 0.058 0.572 -1.689
H -1.394 1.141 1.844
H -3.696 0.601 2.209
C -6.598 0.679 -0.161
H -6.324 1.906 -0.102
H -7.417 0.669 0.153
H -6.451 0.508 -1.213
H -5.614 -0.107 1.676
H -7.477 -2.992 0.658
H -7.455 -1.764 2.039
H -8.126 -1.425 0.424



No. 3
12
Properties=species:S:1:pos:R:3 method="wB97M-V/def2-TZVPD" e_above_lowest_ev=2.338 e_tot_ev=-18620.72165 charge=-2 smiles="O=[P@H]([O-])C1([O-])CC1" lumo_energy_ev=7.355 e_homo_ev=1.410 gap_ha=0.21850
C 0.121 0.585 -0.875
C 0.406 0.488 0.629
C -0.869 1.053 0.045
O -2.961 -0.438 -1.362
O -3.240 -0.137 1.257
O -1.355 2.223 0.227
P -2.356 -0.315 0.058
H 0.753 1.286 -1.483
H -0.091 -0.237 -1.453
H 0.264 -0.573 1.108
H 1.039 1.215 1.172
H -1.888 -1.799 0.444



No. 4
8
Properties=species:S:1:pos:R:3 method="wB97M-V/def2-TZVPD" e_above_lowest_ev=0.740 e_tot_ev=-22127.74265 charge=-1 smiles="O=COS(=O)(=O)[O-]" lumo_energy_ev=3.861 e_homo_ev=-5.945 gap_ha=0.36036
C 0.602 -0.951 0.414
O -2.281 -2.240 -0.012
O 1.742 -0.986 0.851
O -1.407 -0.591 -1.477
O -2.943 0.094 0.307
O -0.426 -0.599 1.084
S -1.989 -0.863 -0.186
H 0.259 -1.264 -0.593



No. 5
30
Properties=species:S:1:pos:R:3 method="wB97M-V/def2-TZVPD" e_tot_ev=-31519.30381 lumo_energy_ev=-1.038 e_homo_ev=-8.029 gap_ha=0.25691
C 2.044 3.160 1.338
C 1.037 2.429 1.568
C -0.883 0.035 -1.340
C 2.198 -2.981 -0.790
C -0.421 -2.693 1.082
C -2.602 2.358 0.603
C 1.551 -1.836 -0.298
C -0.011 -1.930 -0.199
C -1.390 2.356 -0.266
N -0.472 -0.535 -0.173
N -1.298 1.303 -1.257
S -0.849 -0.670 -2.895
I -1.095 4.305 -1.321
H 2.816 3.311 2.052
H 1.871 3.611 0.325
H -0.287 2.263 0.502
H 3.316 -2.768 -0.979
H 2.254 -3.780 -0.072
H 1.621 -3.441 -1.629
H 0.360 -3.153 1.602
H -0.769 -1.916 1.880
H -1.331 -3.285 0.857
H -3.480 2.852 0.133
H -2.377 2.927 1.527
H -2.831 1.359 0.829
H 1.951 -1.443 0.610
H 1.603 -1.005 -1.057
H -0.477 -2.509 -1.066
H -0.510 0.088 0.646
H -1.539 1.590 -2.214



No. 6
15
Properties=species:S:1:pos:R:3 method="wB97M-V/def2-TZVPD" e_above_lowest_ev=4.166 e_tot_ev=-7828.15412 lumo_energy_ev=0.360 e_homo_ev=-7.732 gap_ha=0.29738
C 0.115 1.836 -0.972
C 0.972 -0.385 0.297
C 0.506 -1.693 0.880
C -1.658 0.119 -0.122
O 1.259 1.420 -1.367
N -0.468 0.524 -0.087
H 0.082 2.627 -0.197
H -0.675 1.984 -1.732
H 1.433 0.279 1.024
H 1.616 -0.527 -0.566
H -2.420 0.666 -0.669
H -1.990 -0.750 0.442
H -0.026 -2.286 0.137
H 1.389 -2.263 1.182
H -0.136 -1.551 1.749



No. 7
12
Properties=species:S:1:pos:R:3 method="wB97M-V/def2-TZVPD" spin_multiplicity=3 e_above_lowest_ev=5.699 e_tot_ev=-19196.17052 charge=+2 lumo_energy_ev="-9.386 / -9.436" e_homo_ev="-14.719 / -14.685" gap_ha="0.19599 / 0.19287"
C -0.710 1.573 0.700
C -1.152 0.223 0.575
C 0.032 -0.605 0.525
C 0.472 -1.064 -0.789
O 1.597 -0.805 -1.220
Ce 3.130 -1.143 -3.363
H -0.636 1.949 1.728
H -1.272 2.269 0.066
H -1.905 -0.108 1.294
H 0.643 0.845 0.657
H 0.011 -1.451 1.226
H -0.210 -1.683 -1.398



No. 8
54
Properties=species:S:1:pos:R:3 method="wB97M-V/def2-TZVPD" e_above_lowest_ev=9.077 e_tot_ev=-25304.12427 smiles=CCO.CCO.CCO.CCO.CCO.CCO lumo_energy_ev=0.518 e_homo_ev=-9.076 gap_ha=0.35258
C 0.720 1.931 -0.464
C -0.558 1.367 -1.115
O -0.266 0.092 -1.806
H 0.580 2.764 0.114
H 1.614 2.019 -1.278
H 0.967 0.964 0.055
H -1.201 2.014 -1.779
H -1.412 1.198 -0.427
H -1.151 -0.101 -2.114
C 4.028 -2.113 -1.914
C 2.753 -1.263 -1.752
O 1.486 -1.981 -1.738
H 4.788 -1.432 -2.037
H 4.008 -2.614 -2.846
H 4.137 -2.819 -1.034
H 2.669 -0.418 -2.434
H 3.126 -0.661 -1.057
H 0.844 -1.206 -1.680
C -0.675 2.525 3.270
C 0.682 3.234 3.192
O 1.647 2.244 2.954
H -0.653 1.702 3.957
H -0.880 2.128 2.402
H -1.566 3.320 3.426
H 1.020 3.681 4.052
H 0.750 4.113 2.528
H 2.405 2.535 3.264
C 1.564 -2.627 2.537
C 1.917 -1.130 2.726
O 0.880 -0.496 3.235
H 0.773 -2.779 2.069
H 1.443 -2.908 3.501
H 2.136 -3.166 1.952
H 2.222 -0.821 1.798
H 2.557 -1.294 3.710
H 1.265 0.503 3.458
C -1.380 0.553 -4.976
C -2.540 -0.252 -4.487
O -2.434 -0.866 -3.200
H -0.547 -0.081 -5.089
H -1.215 1.584 -4.298
H -1.575 0.981 -6.087
H -2.733 -0.961 -5.304
H -3.467 0.478 -4.452
H -3.333 -1.208 -3.080
C -3.766 -0.886 1.142
C -2.337 -1.115 1.243
O -1.830 -0.833 2.435
H -4.168 -0.927 0.288
H -4.108 0.079 1.446
H -4.456 -1.587 1.712
H -1.842 -0.340 0.492
H -2.005 -2.214 0.961
H -0.884 -0.910 2.527



No. 9
10
Properties=species:S:1:pos:R:3 method="wB97M-V/def2-TZVPD" e_above_lowest_ev=3.590 e_tot_ev=-28686.27286 lumo_energy_ev="-0.180 / -0.181" e_homo_ev="-8.984 / -8.983" gap_ha="0.32355 / 0.32348"
C 1.037 -0.159 0.271
C -0.273 -0.578 0.623
N -1.583 0.334 -0.937
Cl -0.973 0.133 2.057
Cl -0.878 1.895 -0.839
H 1.038 0.879 -0.329
H 1.509 -0.721 -0.565
H 1.786 -0.104 1.060
H -0.652 -1.493 0.291
H -1.010 -0.187 -1.632



No. 10
89
Properties=species:S:1:pos:R:3 method="wB97M-V/def2-TZVPD" e_tot_ev=-57863.23041 smiles="CC(=O)NCCCCC1=C(COC(F)(F)F)C(=O)OC1=O.CCO.CCO.CCO.CCO.CCO.CCO" lumo_energy_ev=-1.155 e_homo_ev=-9.996 gap_ha=0.32493
C -4.816 3.362 3.061
C -4.994 3.320 1.573
O -4.557 4.214 0.867
N -5.626 2.202 1.019
C -4.703 1.515 0.070
C -4.832 0.001 0.133
C -3.481 -0.606 -0.199
C -3.466 -2.156 -0.100
C -2.379 -2.577 0.814
C -1.111 -2.839 0.530
C -0.448 -2.849 -0.796
O 0.973 -2.811 -0.632
C 1.608 -1.888 -1.375
F 2.878 -1.835 -0.958
F 1.625 -2.216 -2.681
F 1.086 -0.658 -1.245
C -0.429 -3.137 1.826
O 0.737 -3.261 2.101
O -1.420 -3.208 2.806
C -2.579 -2.709 2.274
O -3.544 -2.395 2.918
H -4.313 4.277 3.322
H -5.765 3.336 3.585
H -4.204 2.529 3.384
H -5.897 1.590 1.778
H -4.923 1.882 -0.924
H -3.690 1.810 0.314
H -5.592 -0.333 -0.557
H -5.081 -0.265 1.154
H -3.130 -0.305 -1.178
H -2.776 -0.214 0.522
H -3.287 -2.579 -1.078
H -4.410 -2.529 0.271
H -0.703 -3.783 -1.284
H -0.809 -2.052 -1.430
C -9.897 1.866 0.190
C -8.953 1.276 -0.843
O -8.065 2.255 -1.369
H -10.476 2.680 -0.248
H -10.586 1.111 0.572
H -9.335 2.279 1.031
H -9.514 0.880 -1.688
H -8.375 0.454 -0.403
H -7.553 2.603 -0.631
C 0.464 3.362 0.510
C -0.506 2.210 0.340
O -1.698 2.397 1.105
H 0.727 3.483 1.561
H 1.377 3.196 -0.063
H 0.018 4.300 0.177
H -0.060 1.280 0.692
H -0.769 2.083 -0.717
H -2.115 3.216 0.811
C 6.608 -0.937 0.599
C 6.222 -2.214 1.317
O 4.940 -2.116 1.929
H 6.624 -0.093 1.290
H 7.589 -1.033 0.132
H 5.878 -0.707 -0.181
H 6.933 -2.448 2.108
H 6.215 -3.051 0.608
H 4.321 -1.906 1.225
C 3.984 6.812 1.998
C 3.554 5.655 1.116
O 2.384 5.967 0.362
H 3.179 7.088 2.680
H 4.867 6.553 2.584
H 4.219 7.692 1.394
H 3.305 4.786 1.723
H 4.364 5.372 0.434
H 2.586 6.725 -0.192
C 3.101 -6.502 -1.141
C 4.284 -5.555 -1.069
O 4.330 -4.682 -2.198
H 3.143 -7.095 -2.054
H 3.085 -7.176 -0.283
H 2.162 -5.942 -1.154
H 5.219 -6.112 -1.072
H 4.242 -4.962 -0.149
H 3.515 -4.173 -2.203
C 5.841 -0.891 -3.431
C 7.036 -1.766 -3.761
O 7.565 -2.399 -2.599
H 6.119 -0.129 -2.702
H 5.456 -0.397 -4.325
H 5.036 -1.488 -2.993
H 7.843 -1.168 -4.181
H 6.759 -2.528 -4.497
H 6.866 -2.944 -2.225



No. 11
14
Properties=species:S:1:pos:R:3 method="wB97M-V/def2-TZVPD" spin_multiplicity=3 e_above_lowest_ev=0.000 e_tot_ev=-18448.55632 charge=-1 lumo_energy_ev="2.952 / 2.228" e_homo_ev="-1.771 / -5.047" gap_ha="0.17358 / 0.26736"
O -2.929 -1.773 0.407
C -1.708 -1.580 0.328
O -0.798 -2.459 0.469
O -1.317 -0.382 -0.170
C -0.195 -0.282 -1.111
H -0.611 -0.534 -2.104
C 0.204 1.185 -1.146
H -0.663 1.865 -1.047
H 0.924 1.440 -0.352
H 0.702 1.402 -2.105
C 1.725 0.987 2.400
O 2.509 0.289 1.904
O 0.931 1.647 2.923
Ag 1.226 -1.804 -0.396



No. 12
20
Properties=species:S:1:pos:R:3 method="wB97M-V/def2-TZVPD" e_above_lowest_ev=6.842 e_tot_ev=-8806.73507 charge=+2 lumo_energy_ev="-12.665 / -12.662" e_homo_ev="-16.419 / -16.421" gap_ha="0.13796 / 0.13812"
C -1.594 -0.173 -0.119
C -1.231 -1.631 -0.148
C -0.675 2.041 0.457
C 3.979 -0.948 -0.266
N -2.792 0.248 -0.517
N -0.590 0.636 0.243
N 0.715 0.224 0.423
H -0.295 -1.957 -0.598
H -1.111 -2.058 0.826
H -2.116 -2.135 -0.610
H 0.360 2.396 0.579
H -1.400 2.342 1.196
H -1.107 2.736 -0.515
H 3.317 -0.085 -0.240
H 3.708 -1.988 -0.168
H 5.059 -0.730 -0.397
H -3.352 -0.406 -1.049
H -2.976 1.265 -0.643
H 0.864 -0.779 0.650
H 1.237 1.001 0.897



No. 13
59
Properties=species:S:1:pos:R:3 method="wB97M-V/def2-TZVPD" e_above_lowest_ev=2.114 e_tot_ev=-38560.64157 smiles="CCOc1cc(C(=O)N(C)Cc2cc3ccccc3[nH]c2=O)cc(OCC)c1OCC" lumo_energy_ev=0.169 e_homo_ev=-8.053 gap_ha=0.30214
C 1.841 3.195 -3.789
C 0.375 3.044 -3.394
H 0.112 3.751 -2.597
H -0.265 3.250 -4.256
O 0.040 1.722 -3.028
C 0.498 1.212 -1.850
C 1.076 1.952 -0.828
C 1.480 1.318 0.336
C 1.345 -0.053 0.473
C 0.725 -0.806 -0.517
C 0.294 -0.172 -1.692
O -0.380 -0.782 -2.712
C -0.042 -2.110 -3.077
C -0.469 -2.306 -4.525
H -0.241 -3.319 -4.845
H -1.537 -2.130 -4.622
H 0.054 -1.600 -5.165
H -0.561 -2.824 -2.426
H 1.037 -2.268 -2.974
O 0.476 -2.145 -0.402
C 0.938 -2.833 0.742
C 0.520 -4.287 0.595
H 0.855 -4.857 1.457
H -0.563 -4.351 0.522
H 0.956 -4.711 -0.305
H 0.489 -2.404 1.648
H 2.031 -2.754 0.817
H 1.695 -0.515 1.381
C 2.107 2.086 1.461
O 3.305 2.036 1.676
N 1.256 2.823 2.213
C 1.769 3.523 3.372
H 2.845 3.363 3.407
H 1.563 4.592 3.289
H 1.309 3.125 4.277
C -0.182 2.863 2.005
C -0.834 1.513 2.157
C -1.461 0.889 1.136
C -1.988 -0.431 1.263
C -2.569 -1.126 0.195
C -3.014 -2.415 0.366
C -2.897 -3.039 1.608
C -2.327 -2.378 2.674
C -1.863 -1.072 2.510
N -1.276 -0.388 3.539
C -0.746 0.884 3.473
O -0.270 1.395 4.471
H -1.215 -0.837 4.446
H -2.228 -2.863 3.635
H -3.252 -4.051 1.736
H -3.454 -2.951 -0.461
H -2.641 -0.639 -0.765
H -1.543 1.369 0.172
H -0.413 3.264 1.014
H -0.587 3.538 2.763
H 1.228 3.015 -0.925
H 2.495 2.969 -2.951
H 2.074 2.511 -4.601
H 2.029 4.214 -4.119